1.
Below is one molecule with the formula C4H8S, with properties calculated with wB97M-V/def2-TZVPD.

Values from the calculation:
Total energy: -555.36272 a.u.
Net charge: 0
Frontier orbital gap: 8.516 eV
ΔE to the lowest compared entry with this formula, charge and spin: 18.9 kJ/mol
Structure (SMILES): CCC(C)=S
E_HOMO: -8.493 eV

Each line ends with the Löwdin charge.
Positions of all 13 atoms, in Å:
C1 0.74753 -0.26455 -0.18293  -0.752
H1 -1.38464 -1.76928 -0.04351  0.023
H2 -1.67201 -0.64793 1.27216  0.061
H3 -0.84182 1.17830 0.05032  0.108
C2 -0.68719 0.19957 -0.39159  -0.299
H4 1.91365 1.45027 -0.74660  0.098
H5 2.70880 0.43211 0.45770  0.063
H6 1.38815 1.41678 0.96252  0.078
S1 1.12110 -1.88718 -0.08244  0.713
C3 -1.66456 -0.74980 0.23154  -0.143
C4 1.73857 0.80720 0.14111  -0.138
H7 -0.72625 0.38318 -1.42953  0.103
H8 -2.64133 -0.54868 -0.23875  0.085


2.
Below is a 2-piece molecular cluster, C4H8S overall, with properties calculated with wB97M-V/def2-TZVPD.

Values from the calculation:
Total energy: -555.24167 a.u.
Net charge: 0
Frontier orbital gap: 7.815 eV
ΔE to the lowest compared entry with this formula, charge and spin: 336.8 kJ/mol
E_HOMO: -8.646 eV

Each line ends with the Löwdin charge.
Positions of all 13 atoms, in Å:
H1 -3.27431 -0.07572 -1.40223  -0.290
H2 0.70222 1.89458 0.68761  0.077
H3 -0.93246 0.05571 1.69332  0.050
C1 -0.72731 0.23455 0.70910  -0.160
S1 -3.15191 -0.21343 -0.06215  0.328
H4 2.47990 -0.65781 -0.55679  0.073
C2 0.12446 1.24935 0.11801  -0.147
C3 0.29450 -0.21868 -0.26223  -0.333
H5 -0.13661 -0.55595 -1.29895  0.164
H6 1.85076 -0.75319 1.13905  0.096
H7 -0.24745 1.95651 -0.76314  0.156
C4 1.62853 -0.94986 0.04995  -0.059
H8 1.38967 -1.96605 -0.05157  0.045


3.
Below is one molecule with the formula C4H8S2, with properties calculated with wB97M-V/def2-TZVPD.

Values from the calculation:
Total energy: -953.54097 a.u.
Net charge: 0
Frontier orbital gap: 8.369 eV
ΔE to the lowest compared entry with this formula, charge and spin: 119.9 kJ/mol
Structure (SMILES): CCC1(C)SS1
E_HOMO: -8.159 eV

Each line ends with the Löwdin charge.
Positions of all 14 atoms, in Å:
H1 -0.16977 1.66711 0.35666  0.122
H2 0.85846 -1.64996 1.98799  0.061
H3 -0.90311 1.02756 -1.99913  0.088
C1 0.20883 -0.98135 1.43539  -0.139
C2 1.07508 0.12715 0.77109  -1.149
H4 -1.08355 -0.32687 -0.82626  0.082
S1 2.18981 0.82161 2.02981  0.528
H5 0.30557 -0.45579 -1.84790  0.071
C3 -0.29336 0.31840 -1.36696  -0.087
H6 1.31865 1.61861 -0.63357  0.063
H7 -0.60821 -0.36727 2.09806  0.144
C4 0.53041 1.05515 -0.26285  -0.324
H8 -0.29936 -1.44849 0.67875  0.012
S2 2.78492 -0.32741 0.43200  0.529


4.
Below is a 2-piece molecular cluster, C4H8S2 overall, with properties calculated with wB97M-V/def2-TZVPD.

Values from the calculation:
Total energy: -953.40898 a.u.
Net charge: 0
Frontier orbital gap (spin up / spin down): 7.227 / 7.214 eV
ΔE to the lowest compared entry with this formula, charge and spin: 466.4 kJ/mol
E_HOMO (spin up / spin down): -7.271 / -7.142 eV

Each line ends with the Löwdin charge.
Positions of all 14 atoms, in Å:
C1 -1.64716 -1.40123 -0.62969  -0.361
H1 1.10342 -1.75265 0.34120  0.009
S1 2.98167 1.06632 -0.59516  0.694
H2 0.36500 2.44769 -1.22141  0.080
H3 0.42875 3.04462 0.33679  0.099
H4 -0.54492 1.55677 0.16275  0.097
H5 -1.97651 -0.37549 -0.68132  0.019
S2 -1.08328 -1.56879 1.08504  0.752
C2 1.51356 1.17318 -0.04798  -0.745
C3 0.58604 -1.22477 1.15193  -0.431
C4 0.45477 2.06584 -0.20006  -0.236
H6 -0.79331 -1.73005 -1.12730  0.008
H7 -2.48127 -2.10312 -0.63737  0.033
H8 1.09325 -1.19832 2.06258  -0.018


5.
Below is one molecule with the formula C4H8S3, with properties calculated with wB97M-V/def2-TZVPD.

Values from the calculation:
Total energy: -1351.75520 a.u.
Net charge: 0
Frontier orbital gap: 8.529 eV
ΔE to the lowest compared entry with this formula, charge and spin: 11.4 kJ/mol
E_HOMO: -8.597 eV

Each line ends with the Löwdin charge.
Positions of all 15 atoms, in Å:
C1 -0.27060 0.90761 -2.63367  -0.424
H1 -1.28248 0.43969 -2.71356  0.043
C2 1.57407 -1.18886 1.38214  -0.539
S1 0.64327 0.18508 -1.23584  0.815
H2 2.23871 -3.20259 0.76068  0.087
H3 0.90280 -2.50979 -0.21823  0.050
S2 -1.89588 1.34290 -0.03121  0.564
C3 -0.48786 0.44584 0.05505  -1.471
H4 -0.39283 1.98731 -2.54658  0.030
S3 0.05860 -0.14613 1.64097  0.812
C4 1.28967 -2.59659 0.82407  -0.170
H5 0.51953 -3.14345 1.37674  0.067
H6 2.28629 -0.61340 0.76546  0.052
H7 0.26609 0.72811 -3.57112  0.035
H8 1.93432 -1.20336 2.39834  0.050


6.
Below is one molecule with the formula C4H8S3, with properties calculated with wB97M-V/def2-TZVPD.

Values from the calculation:
Total energy: -1351.64266 a.u.
Net charge: 0
Frontier orbital gap: 8.095 eV
ΔE to the lowest compared entry with this formula, charge and spin: 306.8 kJ/mol
Structure (SMILES): CC(=S)SCCS
E_HOMO: -8.547 eV

Each line ends with the Löwdin charge.
Positions of all 15 atoms, in Å:
H1 -1.37930 1.82516 -0.18124  0.077
H2 -0.86092 -0.19619 1.08964  -0.011
H3 -1.36760 -1.18669 -0.30665  0.078
H4 2.91826 -0.04458 -1.33547  0.058
H5 3.53612 0.74069 0.27686  0.142
C1 -2.16612 0.91132 -0.34448  -0.720
S1 0.45632 0.54201 -0.49331  0.852
S2 -3.90013 0.79693 0.28383  0.652
H6 -3.20015 0.26504 1.47971  -0.047
C2 3.13552 -0.33797 -0.25169  -0.145
C3 -1.16483 -0.14280 0.07948  -0.650
C4 1.58041 -0.64927 0.22345  -0.986
H7 -1.99063 0.78292 -1.44506  0.066
S3 0.77249 -2.01961 0.93258  0.585
H8 3.63056 -1.28694 -0.00764  0.049


7.
Below is one molecule with the formula C4H8S3, with properties calculated with wB97M-V/def2-TZVPD.

Values from the calculation:
Total energy: -1351.60470 a.u.
Net charge: 0
Frontier orbital gap (spin up / spin down): 6.682 / 8.548 eV
ΔE to the lowest compared entry with this formula, charge and spin: 103.9 kJ/mol
2S+1: 3
E_HOMO (spin up / spin down): -6.156 / -9.475 eV

Each line ends with the Löwdin spin population.
Positions of all 15 atoms, in Å:
C1 0.34087 -0.14987 2.59448  0.015
H1 -0.06068 -1.81371 1.09306  0.025
H2 -1.44446 1.70716 -3.78219  0.013
S1 -0.46836 0.96894 -0.21178  0.330
H3 1.33968 -0.58120 -0.78259  0.019
H4 1.23816 0.38078 2.92827  0.001
C2 -0.74903 0.90514 -1.83262  0.551
S2 -0.90698 2.38201 -2.71023  0.188
H5 -1.46778 -0.22644 -3.29757  0.017
S3 -0.41249 -0.67125 -2.60853  0.110
H6 1.73916 -1.44637 1.47520  0.004
H7 -0.37112 0.63213 2.36658  0.002
C3 0.71728 -0.15695 0.10233  0.643
C4 0.65276 -1.05602 1.33505  0.083
H8 -0.14703 -0.87434 3.33053  0.000


8.
Below is one molecule with the formula C4H8Se, with properties calculated with wB97M-V/def2-TZVPD.

Values from the calculation:
Total energy: -2558.46083 a.u.
Net charge: 0
Frontier orbital gap: 8.428 eV
ΔE to the lowest compared entry with this formula, charge and spin: 383.1 kJ/mol
E_HOMO: -8.035 eV

Each line ends with the Löwdin charge.
Positions of all 13 atoms, in Å:
C1 1.92167 0.06486 0.33600  -0.369
C2 -0.75995 -0.03553 1.59566  -0.339
H1 -1.82729 -0.10363 1.61042  0.024
H2 3.71004 -0.65946 -0.70469  0.065
C3 2.59939 -0.42246 -0.66476  -0.228
Se1 0.07029 0.80511 0.05727  1.015
H3 -0.39704 -1.08887 1.46368  0.048
H4 -0.30817 0.33678 2.48501  0.015
H5 2.02821 -0.74215 -1.56173  0.039
H6 -2.29508 1.31523 -0.91452  0.009
H7 -2.00884 -0.38916 -0.63045  -0.003
H8 -1.12806 0.40410 -2.04157  0.032
C4 -1.60518 0.51520 -1.03031  -0.309


Q: Among the records above, which one has the lowest total energy?
A: C4H8Se